Computed, not measured: a structure of composition C6H12O, with ωB97M-V/def2-TZVPD.

```
19
Properties=species:S:1:pos:R:3
C -2.07492 -0.31792 1.05578
C -1.38313 -1.40792 0.25511
O -1.65868 -1.34205 -1.15807
C -0.23999 -1.34391 -1.35315
C 0.11610 -1.38667 0.10538
C 2.39208 1.19644 -0.15529
C 0.97800 1.59602 0.25898
H -3.15828 -0.46627 1.02361
H -1.73065 -0.34586 2.09335
H -1.84882 0.66420 0.62824
H -1.64151 -2.40793 0.65361
H 0.12426 -0.42125 -1.83270
H 0.14080 -2.20356 -1.92651
H 2.39716 0.18137 -0.56672
H 3.07641 1.19661 0.69741
H 2.80345 1.86652 -0.91623
H 0.96056 2.44883 0.94751
H 0.47927 0.77079 0.78212
H 0.35887 1.87053 -0.60299
```

Orbital gap = 8.7 eV
HOMO = -9.05 eV
Relative energy (zero: lowest compared OMol25 entry of this formula, charge and spin) = 117.08 kcal/mol

These are the natural (NBO) partial charges, in e, on atoms 1 to 2:
1 C -0.614
2 C -0.101